The following is a DFT calculation (ωB97M-V/def2-TZVPD) of a cluster of 3 separate species, C6H14N4S in total at a distorted geometry.

Computed properties:
Relative energy (zero: lowest compared OMol25 entry of this formula, charge and spin) in kcal per mole: 0.0
DFT total energy in eV: -23240.060
Total charge: 0
Highest occupied orbital energy in eV: -9.33

```
25
Properties=species:S:1:pos:R:3:forces:R:3
S 2.549448 0.708256 0.165729 1.4 0.8 -0.9
N 3.275552 0.788102 1.482190 0.7 -0.6 1.0
N -1.181129 -0.992670 -0.266233 1.4 0.9 -1.5
N 3.416245 0.781756 -1.106276 2.4 -0.4 5.4
N 1.915266 -1.917117 -0.277824 1.3 -2.0 -0.9
C -1.470817 1.837818 0.057445 0.8 2.7 2.9
C -0.821633 -0.206611 -1.220277 -1.3 -2.3 -0.5
C 2.591246 -2.914349 -0.725774 -1.2 0.3 -0.1
C -1.765196 -0.380136 0.921192 -0.6 1.4 -2.8
C -1.075877 1.252818 -1.244541 3.3 1.8 -1.7
C -2.487336 0.941171 0.649021 -2.5 -1.1 1.8
H -2.429699 -1.098124 1.201907 -1.8 -1.9 1.6
H -1.032426 -0.163013 1.608479 1.8 -0.1 1.9
H -2.931074 1.252810 1.658074 0.8 0.0 -1.3
H 4.281013 0.683405 1.809017 -1.6 0.3 -1.5
H 2.988694 0.888185 -1.924629 -2.7 0.3 -4.1
H 1.071017 -2.296923 0.052330 -1.9 -0.1 1.1
H -1.762565 3.008138 0.057957 0.7 -2.8 -0.3
H 3.432842 -2.598727 -1.268076 1.7 -0.1 -0.5
H 2.346136 -4.035269 -0.754209 0.0 1.7 0.4
H -0.097909 1.791452 -1.599967 -1.4 -1.0 0.5
H -0.610768 1.710686 0.890850 -1.3 0.8 -2.2
H -1.739222 1.468508 -2.074827 -0.5 0.1 0.0
H -0.559225 -0.716070 -2.229750 0.1 0.9 1.8
H -3.392229 0.700912 0.032842 0.8 0.5 0.0
```
Forces are in eV/Å.

The following is a DFT calculation (ωB97M-V/def2-TZVPD) of an isolated molecule of C4H9PS at a distorted geometry.

Computed properties:
Relative energy (zero: lowest compared OMol25 entry of this formula, charge and spin) in kcal per mole: 55.0
DFT total energy in eV: -24415.592
Total charge: 0
Highest occupied orbital energy in eV: -7.24
Structure (SMILES): C=[P@@H]1CCCS1

```
15
Properties=species:S:1:pos:R:3:forces:R:3
S 1.007750 0.785654 -1.773630 -0.8 -0.5 0.6
P 0.757796 1.034683 0.329777 1.8 -0.6 1.6
C -0.084561 -0.739402 -1.600140 3.3 -1.2 1.2
C 2.177438 0.763495 1.253079 -1.7 -0.4 0.5
C -1.204066 -0.432230 -0.704590 -1.7 -1.5 -0.1
C -0.549906 -0.201844 0.643883 -0.4 -2.6 0.2
H -0.399917 -1.093855 -2.540965 0.1 -0.3 -1.3
H -1.340281 -0.199301 1.408953 0.7 1.0 0.2
H -1.916032 -1.358577 -0.712100 1.1 1.6 0.3
H -1.757286 0.412560 -1.105863 -0.2 0.2 0.2
H -0.034154 -1.234238 0.797923 -0.4 2.0 0.2
H 0.093319 2.264550 0.368910 -0.4 0.3 -0.2
H 0.622931 -1.519850 -1.012867 -1.6 1.4 -1.9
H 2.062675 0.437981 2.345936 0.2 0.6 -1.9
H 3.034567 1.325582 0.926675 0.3 0.1 0.2
```
Forces are in eV/Å.

Respective E_LUMO values: 0.0236; 0.0263 hartree.